Computed, not measured: a 2-piece molecular cluster, CH7N5S overall at a distorted geometry, with ωB97M-V with the def2-TZVPD basis set.

- Molar mass: 121.17 g mol⁻¹
- LUMO energy: -0.83 eV
- Energy relative to the best compared isomer or geometry (same formula, charge and spin): 104.4 kcal per mole
- E_HOMO: -8.17 eV

Geometry as ORCA input:
```
! wB97M-V def2-TZVPD RIJCOSX def2/J DEFGRID3
* xyz 0 1
C 0.16837 -0.02009 0.03536
H 0.07985 -2.33018 0.80546
H -1.66133 -1.61892 1.26466
H -1.49861 -0.68515 -1.08966
H 1.01415 1.63798 -0.19286
H -0.56936 1.60219 -2.54855
H 0.54157 0.26857 -2.43307
H 1.19038 0.78273 3.94175
N -0.91487 -2.10644 0.41598
N -0.57286 -1.07136 -0.54347
N 0.21143 1.10244 -0.75763
N 0.21872 1.16094 -2.05038
N 0.62049 -0.00731 1.16354
S 1.17208 1.28462 1.98885
*
```

---

Computed, not measured: C46H41N3O4PdS as an isolated structure at a distorted geometry, with ωB97M-V with the def2-TZVPD basis set.

- Molar mass: 838.34 g mol⁻¹
- LUMO energy (alpha / beta): 0.41 / -0.87 eV
- Energy relative to the best compared isomer or geometry (same formula, charge and spin): 35.2 kcal per mole
- Expectation value of S²: 2.007
- E_HOMO (alpha / beta): -7.68 / -8.27 eV

Geometry as ORCA input:
```
! wB97M-V def2-TZVPD RIJCOSX def2/J DEFGRID3
* xyz 0 3
Pd 0.40794 0.66051 -0.27931
O 0.69441 0.82508 -2.28843
C 0.34012 -0.23462 -3.06057
C 0.90210 -1.59358 -2.46406
C 2.19361 -1.33428 -1.75220
C 3.40073 -1.61166 -2.37751
C 4.58375 -1.31151 -1.72487
C 4.50767 -0.73168 -0.47175
C 3.26801 -0.49208 0.11368
C 3.27683 0.17773 1.46400
C 1.97808 0.20257 2.31031
O 1.04214 0.96380 1.68337
C 1.42866 -1.14299 2.79405
C 2.11336 -2.34879 2.77942
C 1.57694 -3.46157 3.41163
C 0.36003 -3.38503 4.06518
C -0.34175 -2.18838 4.06252
C 0.19139 -1.08087 3.43372
C 2.30022 0.80500 3.70094
C 1.43935 1.74960 4.24134
C 1.58225 2.17953 5.54760
C 2.59469 1.66504 6.33715
C 3.45791 0.72007 5.80870
C 3.30473 0.28315 4.50604
N 2.12577 -0.78929 -0.51901
C -1.19754 -0.34859 -3.17262
C -1.97515 0.62225 -2.55432
C -3.35532 0.57466 -2.58661
C -3.99156 -0.44346 -3.27216
C -3.22840 -1.39245 -3.93087
C -1.84433 -1.35870 -3.87232
C 0.80981 -0.00785 -4.50823
C 0.89922 -1.00447 -5.47276
C 1.19166 -0.69083 -6.78938
C 1.40975 0.62116 -7.16991
C 1.35543 1.61736 -6.21111
C 1.04845 1.30352 -4.90057
H 1.06899 -2.32042 -3.25684
H 0.15950 -1.99170 -1.76814
H 3.41060 -2.06759 -3.35532
H 5.53824 -1.52358 -2.18343
H 5.40786 -0.47139 0.06052
H 3.47212 1.24120 1.27523
H 4.12315 -0.21086 2.02923
H 3.07015 -2.43192 2.28401
H 2.12289 -4.39423 3.41074
H -0.03671 -4.24499 4.58279
H -1.30113 -2.12274 4.55737
H -0.34101 -0.14340 3.42113
H 0.61879 2.09644 3.63303
H 0.88640 2.89760 5.96007
H 2.70508 1.99403 7.35976
H 4.24163 0.30420 6.42513
H 3.94486 -0.50397 4.13689
H -1.48237 1.43172 -2.03453
H -3.92623 1.33742 -2.07804
H -5.06968 -0.48978 -3.30089
H -3.72450 -2.16143 -4.50527
H -1.27902 -2.11486 -4.39177
H 0.73881 -2.04415 -5.22663
H 1.23981 -1.47992 -7.52711
H 1.61604 0.86218 -8.20330
H 1.54118 2.64473 -6.48954
H 0.99433 2.07305 -4.14681
N -0.57263 4.67524 3.52333
C -1.45210 4.97775 2.54130
O -2.41642 5.68992 2.73855
C -1.15730 4.40596 1.18985
C -1.91098 4.88070 0.11414
C -1.59015 4.45265 -1.16214
C -0.56976 3.52805 -1.31982
N 0.07753 2.97065 -0.28814
C -0.18620 3.44349 0.93222
H -0.72892 5.07433 4.43408
H 0.25886 4.13594 3.36840
H -2.71171 5.57975 0.30291
H -2.11402 4.83715 -2.02350
H -0.24952 3.20894 -2.30455
H 0.41145 2.98773 1.71019
C -0.64257 -2.36586 0.66504
S -1.52595 -0.96200 -0.13419
O -1.50810 0.18153 0.80133
C -3.13665 -1.78033 0.17011
C -3.89128 -1.43925 1.27419
C -5.08139 -2.10491 1.51854
C -5.49812 -3.11543 0.66628
C -4.74258 -3.44033 -0.44932
C -3.56348 -2.76311 -0.70739
H -0.98152 -2.48536 1.68680
H 0.42260 -2.14311 0.64701
H -0.85769 -3.25672 0.08450
H -3.52991 -0.65501 1.92352
H -5.67781 -1.83929 2.37843
H -6.41631 -3.64618 0.86927
H -5.07183 -4.22210 -1.11631
H -2.97634 -2.99479 -1.58397
*
```

---

Calculated electronic energy in order - -714.02621 -2768.73501 Eh